Entry 1:
37
Properties=species:S:1:pos:R:3:forces:R:3:lowdin_charge:R:1 method="wB97M-V/def2-TZVPD" homo_ha=-0.31623 orbital_gap_ev=9.278 lumo_energy_ev=0.67 largest_force_ha_per_bohr=0.0213
C 4.85831 0.58315 1.94057 0.0 0.0 0.0 -0.055
C 3.76571 0.64157 0.91694 0.0 -0.1 0.0 -0.286
C 3.54377 -0.40768 0.03616 0.1 0.1 0.1 -0.041
C 2.53722 -0.34182 -0.91123 0.0 0.1 -0.1 -0.049
C 1.73045 0.78356 -0.99998 0.2 0.0 0.0 -0.315
C 0.62957 0.85844 -2.00375 -0.5 -0.3 0.3 -0.382
S -1.01886 0.77866 -1.18707 0.2 0.7 -0.4 1.050
C -1.02594 -0.90281 -0.75753 0.5 -0.1 -0.4 -0.601
N -0.17192 -1.72441 -1.21455 0.0 0.5 -0.3 0.043
C -0.38280 -3.01585 -0.60304 -0.2 -0.2 0.1 -0.165
C -1.50012 -2.80575 0.43688 0.0 -0.4 0.3 -0.088
N -1.92437 -1.43202 0.16762 -0.1 -0.3 0.0 0.002
C -2.86409 -0.83967 0.97288 0.0 0.1 0.2 -0.379
O -3.23799 -1.37848 1.99308 0.0 0.1 0.0 0.117
C -3.45259 0.41184 0.45897 -0.4 -0.2 -1.0 -0.259
C -3.97049 0.69815 -0.78173 0.3 -0.4 0.8 -0.072
C -4.58864 1.95960 -0.66301 0.0 0.3 0.4 -0.047
C -4.40933 2.34024 0.63393 -0.3 0.3 -0.8 -0.097
O -3.74162 1.40752 1.31702 0.2 -0.2 0.6 0.077
C 1.94467 1.83564 -0.11567 0.1 -0.1 -0.1 -0.051
C 2.94970 1.76490 0.82765 0.0 0.0 0.0 -0.045
H 4.46179 0.78604 2.93427 0.0 0.0 0.1 0.080
H 5.33575 -0.39336 1.94709 0.1 0.0 0.0 0.072
H 5.61569 1.33675 1.72556 0.1 0.0 0.0 0.082
H 4.16482 -1.29061 0.09145 0.1 -0.1 0.0 0.107
H 2.36891 -1.16915 -1.58317 0.0 -0.1 -0.1 0.104
H 0.66528 0.03687 -2.71471 0.1 0.1 -0.1 0.074
H 0.61450 1.81793 -2.52067 0.0 0.0 0.0 0.081
H -0.66292 -3.73278 -1.37978 0.0 0.0 0.1 0.112
H 0.55602 -3.34779 -0.15489 -0.1 -0.1 0.0 0.111
H -1.14304 -2.88812 1.46682 -0.1 0.0 -0.1 0.126
H -2.34830 -3.47997 0.30719 0.1 0.0 0.1 0.127
H -3.92253 0.08066 -1.65499 0.1 -0.2 -0.1 0.114
H -5.09482 2.50331 -1.43335 -0.1 0.2 -0.1 0.104
H -4.69927 3.22516 1.16552 0.0 0.1 0.2 0.126
H 1.31139 2.71016 -0.16819 -0.1 0.1 0.0 0.111
H 3.10611 2.59012 1.50772 0.0 0.1 0.1 0.112

=====

Entry 2:
134
Properties=species:S:1:pos:R:3:forces:R:3:lowdin_charge:R:1 method="wB97M-V/def2-TZVPD" homo_ha=-0.32905 orbital_gap_ev=9.439 lumo_energy_ev=0.48 largest_force_ha_per_bohr=0.0631
C -5.31121 3.89529 2.57744 1.5 0.0 0.0 -0.023
C -3.97879 3.15306 2.67196 0.1 0.0 0.2 -0.483
O -3.89157 1.99386 3.03992 0.1 1.0 -0.5 0.049
C -2.76958 4.01777 2.28025 0.0 -0.5 -0.1 -0.028
H -5.27407 4.51742 1.67238 -0.4 -0.2 0.2 0.085
H -5.26824 4.56348 3.44054 -0.4 0.1 0.0 0.087
H -6.12561 3.19939 2.65074 -0.5 -0.1 -0.1 0.074
H -2.79015 4.12768 1.17030 0.1 0.2 0.8 0.079
H -1.85562 3.49355 2.54811 0.1 -0.1 -0.1 0.064
H -2.73386 5.00072 2.78851 -0.4 -0.4 -0.4 0.091
C -0.51093 2.74016 -2.57463 0.7 0.4 -0.5 -0.005
C -0.62531 4.01923 -1.80234 -0.5 -0.4 0.1 -0.468
O -1.15782 4.08227 -0.70561 0.4 0.4 -0.8 0.028
C -0.06362 5.12946 -2.62407 -0.6 2.0 0.3 -0.023
H -0.67831 1.89411 -1.95342 -0.4 -0.8 0.3 0.055
H 0.54221 2.74515 -2.89778 -0.3 -0.4 -0.2 0.091
H -1.14983 2.76989 -3.47886 0.2 -0.1 0.5 0.105
H -0.28650 6.14421 -2.22630 0.3 -0.7 0.1 0.097
H -0.61864 5.09591 -3.56084 0.1 -0.1 -0.3 0.088
H 1.00337 5.04382 -2.85643 -0.3 -0.2 0.2 0.059
C 1.15734 -4.89766 -1.19533 -1.6 -0.9 -0.9 -0.008
C 0.69302 -6.37486 -1.32048 0.1 0.5 2.6 -0.485
O -0.01745 -6.87570 -0.43825 0.8 0.8 -1.6 0.020
C 1.27368 -7.16331 -2.41912 0.0 -0.4 -1.0 -0.033
H 0.80424 -4.31966 -2.06008 0.0 -0.2 0.0 0.059
H 2.21937 -4.77744 -1.17350 0.8 -0.2 0.3 0.076
H 0.66276 -4.51638 -0.32854 0.0 0.4 0.7 0.057
H 2.37420 -7.21928 -2.30639 -0.5 -0.2 0.2 0.097
H 1.15534 -6.52273 -3.31752 -0.2 -0.8 0.0 0.090
H 0.79640 -8.17800 -2.45370 0.6 1.0 -0.3 0.103
C 4.40529 4.14785 -0.97722 -1.3 0.9 -0.7 0.008
C 3.92671 3.74000 -2.33698 -1.5 -0.8 -2.0 -0.445
O 2.97483 4.20009 -2.97345 1.1 0.3 1.3 0.019
C 4.63027 2.55269 -2.94746 -1.2 -1.2 0.2 -0.023
H 4.49961 3.24944 -0.40328 0.3 -0.4 0.4 0.038
H 3.64231 4.80017 -0.49066 1.0 -0.1 -0.4 0.085
H 5.38462 4.59286 -1.18885 -0.1 0.2 0.6 0.106
H 5.09674 2.66323 -3.90191 0.7 0.9 -0.5 0.077
H 3.88383 1.76139 -3.22333 0.2 0.8 0.6 0.085
H 5.24331 2.07624 -2.21706 0.8 -0.3 0.2 0.045
C -4.12789 1.09849 -0.33068 -0.8 0.7 0.3 -0.009
C -4.57408 0.11722 -1.39925 -0.9 0.4 -1.0 -0.455
O -5.50906 -0.65928 -1.25375 1.1 0.5 0.5 0.039
C -3.99877 0.31122 -2.80087 -0.5 -0.1 0.5 -0.019
H -5.06154 1.67063 -0.04979 0.9 -0.5 -0.2 0.110
H -3.37352 1.83934 -0.67493 -0.4 -0.7 0.2 0.081
H -3.79974 0.59897 0.58554 0.0 0.1 -0.2 0.050
H -4.25062 1.31974 -3.17250 0.3 -0.2 0.3 0.094
H -4.52561 -0.39681 -3.42608 0.1 -0.2 -0.3 0.073
H -2.92763 0.12261 -2.82111 0.1 0.1 -0.1 0.050
C 4.74779 1.13988 1.11923 0.1 0.6 -0.4 -0.018
C 4.38884 0.04584 0.14095 -0.4 0.8 -0.3 -0.479
O 4.50590 0.22116 -1.05330 0.1 -0.4 -0.1 0.043
C 3.75455 -1.18030 0.73031 0.1 -0.1 -1.0 -0.023
H 5.42151 1.95170 0.74853 -0.5 -1.0 -0.1 0.085
H 5.19196 0.73558 2.00575 0.1 -0.2 0.7 0.070
H 3.77475 1.58457 1.36687 0.1 0.1 0.3 0.073
H 4.41540 -1.51923 1.49136 0.6 -0.8 0.6 0.074
H 3.56662 -1.94005 -0.04820 0.2 0.3 0.5 0.095
H 2.83327 -0.96834 1.24559 -0.5 0.3 0.1 0.064
C 0.02950 -3.87876 3.58053 -0.6 0.6 -1.3 -0.007
C 1.19560 -4.25959 2.67160 0.3 0.7 0.1 -0.496
O 1.72950 -3.40905 2.00034 0.2 0.6 -0.2 0.045
C 1.65756 -5.66915 2.56779 -1.7 -1.5 0.7 -0.022
H -0.43566 -2.94678 3.17430 0.7 -0.5 0.4 0.073
H 0.31745 -3.71345 4.61310 0.1 -0.2 0.1 0.083
H -0.76796 -4.60504 3.48525 0.0 -0.5 0.4 0.076
H 2.63218 -5.84517 2.17288 0.7 0.5 -0.5 0.071
H 0.91084 -6.19416 1.90082 0.7 0.3 0.7 0.098
H 1.62986 -6.15702 3.55854 -0.2 0.1 -0.4 0.089
C 2.45074 -0.00866 6.72349 0.5 -0.5 0.8 -0.035
C 1.23139 -0.43950 5.92402 -0.2 -0.9 -0.6 -0.481
O 0.22190 -0.91717 6.42415 1.2 0.6 -0.4 0.045
C 1.40228 -0.21324 4.42448 -0.8 1.0 0.4 -0.023
H 2.16317 0.11219 7.76900 0.0 0.3 -0.1 0.076
H 2.91077 0.89876 6.32120 -0.3 0.0 0.0 0.072
H 3.28832 -0.75706 6.75927 -1.0 0.3 -0.5 0.100
H 0.68476 -0.75755 3.79495 0.1 0.2 0.4 0.068
H 2.41340 -0.43493 4.10928 0.3 0.0 -0.1 0.075
H 1.26296 0.90408 4.30761 0.2 -1.1 -0.2 0.084
C -2.41994 -3.42157 -5.09487 -0.2 2.2 -0.6 -0.031
C -1.72054 -4.07140 -3.99231 0.7 0.1 1.2 -0.502
O -0.50868 -4.02976 -3.98126 0.3 -0.4 0.2 0.045
C -2.50983 -4.67788 -2.84401 0.6 0.9 0.4 0.012
H -3.26961 -3.96381 -5.39414 -1.0 -1.0 -0.8 0.062
H -1.70310 -3.21058 -5.91771 -0.7 -0.2 0.5 0.100
H -2.87546 -2.44746 -4.74802 0.7 -0.8 -0.1 0.104
H -3.01688 -3.87916 -2.27802 0.3 0.0 -0.2 0.085
H -1.82020 -5.15587 -2.13971 -0.3 -0.1 -0.3 0.077
H -3.30070 -5.31045 -3.18798 -0.3 -0.7 -0.2 0.072
C -0.81166 1.18724 0.84262 -0.7 -0.4 -0.5 -0.010
C 0.46064 0.70579 0.20021 -1.6 -0.7 -1.4 -0.471
O 1.41681 1.42604 0.22283 1.5 0.4 -0.2 0.061
C 0.39290 -0.66275 -0.50013 -0.3 1.9 0.0 0.010
H -0.57215 1.03633 1.85805 0.1 0.3 1.7 0.078
H -1.66697 0.53030 0.69629 0.1 0.0 -0.5 0.047
H -1.10251 2.22686 0.65071 0.5 -0.3 0.0 0.059
H 1.38898 -1.00406 -0.63960 0.8 -0.6 0.1 0.042
H -0.03088 -0.51444 -1.53773 -0.1 -0.3 1.3 0.075
H -0.21378 -1.27824 0.15081 -0.2 -0.6 -0.4 0.065
C -4.65503 -3.12673 0.76757 0.2 -1.5 -0.3 -0.019
C -3.32151 -2.38736 0.96113 -1.0 -0.3 0.3 -0.472
O -2.42431 -2.35876 0.15229 -0.2 -0.2 -0.1 0.064
C -3.27015 -1.58988 2.23749 0.4 0.5 -0.5 -0.016
H -4.60552 -4.08366 0.17803 0.4 1.0 0.3 0.090
H -5.32158 -2.46503 0.21326 -0.1 0.2 0.2 0.059
H -5.12384 -3.43878 1.72258 0.3 0.6 -0.4 0.083
H -4.22824 -1.25436 2.56033 -0.9 -0.1 0.4 0.079
H -2.71845 -0.68506 2.08176 0.6 0.5 -0.2 0.045
H -2.75756 -2.09072 3.03702 0.1 -0.6 0.4 0.079
C -1.14923 0.18634 -5.58590 -1.6 0.4 -0.2 -0.001
C -0.37352 -0.27187 -4.38782 -1.8 -0.3 0.6 -0.558
O -0.97629 -0.73815 -3.40942 0.9 0.2 -0.9 -0.004
N 0.94217 -0.16150 -4.49784 1.2 0.5 -0.3 0.034
C 1.86186 -0.54334 -3.45247 0.2 0.5 0.3 -0.057
H -2.08350 0.70903 -5.25162 0.8 -0.5 -0.2 0.092
H -1.46482 -0.66900 -6.19392 0.0 0.0 0.3 0.078
H -0.65127 0.84573 -6.27834 0.5 0.3 0.0 0.069
H 1.28029 0.53069 -5.16393 -0.2 -0.6 0.2 0.146
H 1.59265 -1.48199 -3.00426 -0.4 -0.3 0.1 0.081
H 1.91375 0.22883 -2.67978 0.1 -0.1 0.1 0.077
H 2.84221 -0.68295 -3.87101 0.4 0.1 -0.3 0.086
C 2.24424 4.54411 4.85168 -0.5 -1.4 0.5 -0.001
C 1.96263 3.97076 3.49806 1.5 -2.5 -1.5 -0.535
O 2.20076 2.77334 3.18449 -0.6 2.0 1.1 -0.014
N 1.51518 4.83128 2.58376 -0.5 -0.7 -0.6 0.031
C 1.06860 4.50635 1.22829 -1.0 1.1 0.3 -0.041
H 2.34405 5.62070 4.83931 0.0 0.2 0.2 0.072
H 3.11144 4.02426 5.28427 -0.2 0.4 -0.2 0.089
H 1.37184 4.19342 5.43568 0.4 0.6 0.1 0.098
H 1.41351 5.77517 2.85318 -0.2 0.8 0.2 0.117
H 1.72016 5.00833 0.53855 0.4 0.0 -0.6 0.065
H 0.07854 4.94772 1.07762 0.1 0.2 0.1 0.070
H 0.90144 3.48085 0.95094 0.8 -0.6 0.6 0.051

=====

Entry 3:
7
Properties=species:S:1:pos:R:3:forces:R:3:lowdin_charge:R:1 method="wB97M-V/def2-TZVPD" charge=+1 homo_ha="-0.56820 / -0.55481" orbital_gap_ev="8.138 / 7.512" lumo_energy_ev="-7.32 / -7.59" largest_force_ha_per_bohr=0.1060
O 1.19724 2.49835 0.36382 0.3 0.6 0.1 0.126
C 1.43361 1.51275 0.89850 -1.6 -2.2 -0.9 -0.061
O 0.60122 0.19831 0.50877 1.1 2.3 0.4 -0.466
O -0.41844 -1.39821 -1.36329 2.8 -1.6 -0.6 -0.283
C -0.34544 -1.71439 -0.08116 -5.3 -1.3 -0.2 -0.294
O -1.48330 -1.53466 0.48954 3.5 0.3 0.2 -0.064
Bi -0.98490 0.43787 -0.81618 -0.7 2.0 1.0 2.041